[1]
A single C6H8N2O2 molecule in a non-equilibrium geometry. Source: OMol25; level of theory: ωB97M-V/def2-TZVPD.

The geometry in XYZ format:
```
18
Properties=species:S:1:pos:R:3:forces:R:3
H -1.413905 -0.619297 3.357855 0.963 -0.362 -0.235
N -1.177865 -0.833801 2.372128 -1.466 1.229 0.137
C -1.098608 0.278574 1.752757 0.929 -1.654 -0.394
O -0.791514 1.474842 2.293591 -0.074 1.173 0.251
C -1.155978 0.362804 0.251385 -0.241 -0.201 -0.215
C 0.225291 0.548150 -0.367033 0.173 0.313 0.009
C 1.341051 -0.483422 -0.087302 -0.137 -0.865 1.079
O 1.882057 -0.852234 0.922549 -0.138 0.505 -0.765
C 1.491800 -0.810109 -1.544662 0.527 0.183 -0.355
N 0.134041 -1.204045 -1.995919 -0.231 -0.282 0.023
C 0.427223 0.207113 -1.849806 0.129 0.472 -0.385
H -0.094085 1.402384 2.955391 -0.288 -0.285 0.182
H -1.788245 1.217424 -0.029484 0.105 -0.166 0.111
H -1.615272 -0.554390 -0.129867 0.147 0.179 0.074
H 0.644080 1.539027 -0.132744 -0.123 -0.187 -0.048
H 2.382142 -1.103300 -2.099226 -0.284 0.105 0.153
H 0.208284 -1.466555 -2.978367 0.019 0.048 0.146
H 0.399502 0.896834 -2.691246 -0.010 -0.206 0.231
```
Forces are in eV/Å.

Properties
- structure (SMILES) = [H]/N=C(\O)C[C@H]1C(=O)[C@H]2N[C@H]21
- HOMO-LUMO gap (eV) = 10.07
- E (eV) = -13424.38990
- HOMO level (hartree) = -0.3445
- net charge = 0

=====

[2]
7 unconnected molecules or ions with the total composition C28H35N7 in a non-equilibrium geometry. Source: OMol25; level of theory: ωB97M-V/def2-TZVPD.

The geometry in XYZ format:
```
70
Properties=species:S:1:pos:R:3:forces:R:3
C -0.961761 6.804223 1.404386 -2.799 -1.676 2.521
C -1.634173 5.554174 0.915645 3.274 1.070 10.715
C -1.818105 4.610195 2.120537 1.392 6.283 -3.201
N -1.460909 5.392643 3.240011 -1.392 -2.494 0.607
C -1.069619 6.684221 2.983092 1.369 1.444 -3.911
H -0.756243 7.751160 0.725437 -0.396 -2.173 1.976
H -1.922783 5.295188 0.043084 -1.565 -1.539 -6.112
H -2.284075 3.655655 2.116219 -0.080 -0.477 0.527
H -1.671148 4.846643 4.149178 0.896 2.244 -1.649
H -0.774584 7.557902 3.729644 -0.713 -2.678 -1.482
C -2.965663 2.533960 -2.913467 3.354 3.029 -1.307
C -3.171354 3.903848 -3.522673 4.968 -0.344 1.471
C -1.792670 4.501319 -3.662673 -0.899 -2.340 0.556
N -0.908086 3.446704 -3.246733 -0.284 0.919 -0.520
C -1.497376 2.315233 -2.831579 -4.628 0.276 0.232
H -3.744704 1.995724 -2.433686 -0.334 -0.705 -0.084
H -4.053918 4.531131 -3.617073 0.069 -0.565 -0.070
H -1.283659 5.496633 -3.982130 -1.507 -2.066 0.528
H 0.103071 3.400422 -3.211758 -0.220 0.955 -0.422
H -0.931178 1.450095 -2.432820 -0.550 0.879 -0.457
C 0.719556 -3.504011 1.100604 1.868 0.607 -0.467
C 0.763842 -3.213794 2.553796 3.481 2.443 -3.347
C 2.054784 -2.381806 2.684478 -2.862 -2.975 -1.843
N 2.705144 -2.397097 1.466240 -1.454 -1.159 -1.159
C 2.014773 -3.049165 0.448735 -3.092 -0.510 3.221
H -0.205737 -3.874021 0.530993 1.806 0.195 1.029
H -0.092765 -3.387740 3.226423 1.003 0.322 -0.233
H 2.577165 -1.948583 3.487282 0.168 0.365 0.996
H 3.563050 -1.959072 1.135616 -0.177 0.138 1.243
H 2.493509 -3.116448 -0.543694 -0.854 0.006 0.670
C 1.090539 -1.251164 -4.460948 -0.777 -1.460 1.328
C -0.024591 -2.249304 -3.993234 2.442 4.330 1.641
C -0.347745 -1.876259 -2.625625 1.565 -0.847 -4.402
N 0.593162 -0.959238 -2.309174 1.872 -2.368 -4.488
C 1.554569 -0.545031 -3.255465 -7.350 -7.907 -4.451
H 1.373188 -1.162212 -5.598714 -0.154 -0.210 2.753
H -0.419540 -2.995429 -4.625220 -0.652 -0.523 -0.367
H -1.219037 -2.181926 -2.047481 0.792 0.230 0.139
H 0.602518 -0.370077 -1.640787 -0.839 4.315 6.855
H 2.110201 0.244165 -3.193703 3.165 4.415 0.904
C -3.029947 -5.622729 0.439034 0.503 3.982 4.265
C -3.722774 -4.495642 -0.186365 2.272 0.155 6.993
C -3.839828 -3.437812 0.851485 2.493 -8.092 -1.505
N -3.305916 -3.846517 2.048335 -0.045 -7.639 -11.436
C -2.715698 -5.093635 1.878225 -0.276 -3.410 -2.986
H -2.637933 -6.573476 0.060997 -0.440 0.603 0.108
H -4.124103 -4.518323 -1.111180 -1.184 0.410 -2.822
H -4.223374 -2.584038 0.687822 -2.783 6.121 -0.651
H -3.187905 -3.463799 2.805808 1.080 5.869 9.635
H -2.145608 -5.754717 2.683520 -1.535 2.092 -1.629
C 5.246021 -0.617040 2.656211 -0.153 -1.337 -13.143
C 4.488434 0.358690 1.586728 3.999 -4.043 -0.539
C 4.868226 -0.246948 0.243172 -2.795 2.071 4.518
N 5.542077 -1.485508 0.480604 -0.748 3.471 -3.082
C 6.019079 -1.611265 1.731703 -4.501 4.093 3.144
H 5.398359 -0.382748 3.567373 1.076 1.171 6.335
H 4.027024 1.367683 1.844159 0.581 -1.781 -0.627
H 4.372234 0.199528 -0.685957 1.285 -1.560 1.049
H 5.861909 -1.870392 -0.420608 0.292 -0.457 1.364
H 6.612625 -2.433464 1.912721 1.170 -1.465 0.877
C -1.842384 0.374347 -0.045280 1.113 0.120 1.338
C -0.924011 1.543359 0.444690 1.732 -2.365 0.665
C 0.300362 0.927054 1.072567 -2.556 -2.193 -3.504
N 0.101473 -0.509363 0.839499 -4.748 4.959 -1.189
C -1.197261 -0.839997 0.292364 1.952 0.919 0.576
H -2.906549 0.326566 -0.508680 2.201 0.735 0.944
H -1.029335 2.667733 0.353394 -0.179 -1.802 0.000
H 1.428226 1.181534 1.263449 -2.752 0.049 -0.136
H 0.743953 -1.131225 1.118016 2.497 -2.915 1.249
H -1.485023 -1.976722 0.183429 0.546 2.788 0.245
```
Forces are in eV/Å.

Properties
- structure (SMILES) = c1cc[nH]c1.c1cc[nH]c1.c1cc[nH]c1.c1cc[nH]c1.c1cc[nH]c1.c1cc[nH]c1.c1cc[nH]c1
- HOMO-LUMO gap (eV) = 8.10
- E (eV) = -40017.36948
- HOMO level (hartree) = -0.2814
- net charge = 0